No. 1
Below is a 3-piece molecular cluster, C8H15NOS2 overall at a distorted geometry, with properties calculated with ωB97M-V/def2-TZVPD.

Cartesian coordinates (Å):
C -1.1291 2.2701 0.5425
C -1.9341 1.2546 -0.2369
C -2.9921 0.3283 0.4014
C -0.8826 -1.6231 -0.5922
C -0.0749 -1.4642 0.6751
C 1.2228 -0.6575 0.6248
C 2.2676 -0.8476 -0.6293
C 4.7346 0.1963 -0.2013
H 0.1699 1.8204 -0.1338
H -1.4278 3.8437 -0.0110
H -1.2212 1.8844 1.6716
H -2.5246 1.9747 -0.9741
H -3.3077 -0.6332 -0.0317
H -2.3711 -0.0120 1.3970
H -4.1357 0.6458 0.7744
H -0.1785 -2.0523 -1.4223
H -1.7065 -2.2020 -0.4845
H -0.6420 -0.7520 1.3419
H 0.1963 -2.4327 1.2302
H 0.7961 0.4295 0.6003
H 2.1115 -0.8805 1.2498
H 2.4076 -1.8555 -0.5691
H 1.7784 -0.6327 -1.5788
N 3.5280 -0.1226 -0.4376
O 0.1548 0.8369 -1.6733
S -1.0979 0.0075 -1.3160
S 6.2582 0.6755 -0.2168

## Properties
* energy relative to the best compared isomer or geometry (same formula, charge and spin): 256.0 kcal/mol

Mulliken atomic charge list, values in e, 5 entries: atom 1 (C): -0.777, atom 2 (C): 0.386, atom 3 (C): -1.245, atom 4 (C): -0.780, atom 5 (C): -0.254

No. 2
Below is one molecule with the formula C8H15NOS2, with properties calculated with ωB97M-V/def2-TZVPD.

Cartesian coordinates (Å):
N 0.8898 2.8189 -0.5294
C 1.3789 1.6159 -0.1454
O 1.7664 1.4176 0.9871
C 1.3940 0.5938 -1.2653
C 1.9656 -0.7637 -0.8645
C 1.2256 -1.4943 0.2584
C -0.1676 -2.0459 -0.0746
C -1.4080 -1.1694 0.1456
C -1.3590 -0.1906 1.3109
C -2.5119 0.7875 1.1841
S -2.3265 1.5680 -0.4516
S -1.9067 -0.2320 -1.3845
H 0.4468 2.9485 -1.4213
H 0.7792 3.5406 0.1635
H 1.9942 1.0069 -2.0800
H 0.3766 0.4770 -1.6409
H 1.9906 -1.4014 -1.7520
H 2.9940 -0.6149 -0.5285
H 1.1978 -0.8552 1.1378
H 1.8422 -2.3581 0.5199
H -0.3198 -2.9273 0.5551
H -0.1787 -2.3925 -1.1110
H -2.2613 -1.8425 0.2839
H -1.4256 -0.7416 2.2512
H -0.4254 0.3717 1.3035
H -2.4658 1.5872 1.9195
H -3.4851 0.2959 1.2284

## Properties
* energy relative to the best compared isomer or geometry (same formula, charge and spin): 4.2 kcal/mol
* SMILES: NC(=O)CCCC[C@H]1CCSS1

Mulliken atomic charge list, values in e, 5 entries: atom 1 (N): -0.359, atom 2 (C): 0.547, atom 3 (O): -0.643, atom 4 (C): -0.409, atom 5 (C): -0.918

No. 3
Below is C8H15NOSi as an isolated structure at a distorted geometry, with properties calculated with ωB97M-V/def2-TZVPD.

Cartesian coordinates (Å):
C -2.5156 -0.9940 1.0396
C -1.2006 -1.0178 0.9020
C 1.7544 0.7070 0.6422
C -3.2178 -0.0626 0.0981
C -2.2521 1.1147 -0.2094
C 3.0189 1.2725 1.1378
C 2.3786 -1.6649 0.0143
C -0.1556 0.3190 -2.2354
N 1.4813 -0.5120 0.2206
O 0.6395 1.3632 0.5533
Si -0.5820 0.3135 -0.3564
H -3.1732 -1.5829 1.6842
H -0.6467 -1.5509 1.5666
H -3.5485 -0.5985 -0.8928
H -4.1081 0.2743 0.5818
H -2.7472 1.6682 -1.0359
H -2.2500 1.6557 0.7595
H 2.8507 2.2951 1.4072
H 3.4143 0.7335 2.0002
H 3.7376 1.1314 0.2625
H 3.4383 -1.5191 0.2873
H 1.8401 -2.5801 0.5088
H 2.1717 -1.8870 -0.9823
H 0.8523 -0.0090 -2.4783
H -0.8614 -0.1874 -2.8242
H -0.3188 1.3178 -2.6513

## Properties
* energy relative to the best compared isomer or geometry (same formula, charge and spin): 47.0 kcal/mol

Mulliken atomic charge list, values in e, 5 entries: atom 1 (C): -0.370, atom 2 (C): -0.618, atom 3 (C): 0.999, atom 4 (C): -0.518, atom 5 (C): -0.892

No. 4
Below is one molecule with the formula C8H15O3P at a distorted geometry, with properties calculated with ωB97M-V/def2-TZVPD.

Cartesian coordinates (Å):
C -1.2429 -2.6814 -4.5350
O -1.2095 -1.6214 -3.5957
C -2.0150 -1.7799 -2.5655
O -2.7252 -2.7287 -2.3360
P -1.4996 -0.4405 -1.2403
C -0.6414 0.9392 0.2525
O -0.3467 2.0303 -0.3788
C 0.2259 0.4993 1.3245
C 1.7419 0.2905 1.1146
C 2.4224 1.0958 2.3107
C 1.2587 1.2404 3.2953
C 0.0775 1.5350 2.4358
H -0.2754 -2.7043 -5.0538
H -2.2470 -2.4812 -5.0593
H -1.1955 -3.7084 -4.0474
H -2.2572 0.4440 -1.8825
H -2.5226 -0.9545 -0.2594
H 0.5844 2.4307 -0.3288
H -0.1370 -0.2804 1.8914
H 2.2660 0.6384 0.1961
H 1.9862 -0.7411 0.9979
H 2.6779 2.0476 1.8500
H 3.3386 0.7120 2.6884
H 1.1285 0.2712 3.8342
H 1.2013 1.9647 4.1673
H -0.8397 1.4891 2.9785
H 0.2454 2.4937 1.9453

## Properties
* energy relative to the best compared isomer or geometry (same formula, charge and spin): 84.7 kcal/mol
* SMILES: COC(=O)[PH2]=C(O)C1CCCC1

Mulliken atomic charge list, values in e, 5 entries: atom 1 (C): -0.631, atom 2 (O): -0.280, atom 3 (C): 0.465, atom 4 (O): -0.550, atom 5 (P): 0.163

No. 5
Below is an isolated ion of composition C8H15O3S and charge +1 at a distorted geometry, with properties calculated with ωB97M-V/def2-TZVPD.

Cartesian coordinates (Å):
C -2.8437 -1.5294 0.6563
C 1.0334 2.2312 -1.8739
C 2.2092 1.2209 -1.6717
C 0.3342 2.1725 -0.5360
C 0.9446 -0.9409 -1.8050
C 1.5643 -0.0187 -0.9285
C 0.4286 0.6950 0.0044
C -1.2912 -1.5882 3.3221
O -0.4254 -2.3892 0.6500
O -0.8228 0.0329 0.0254
O -0.9653 -0.6382 2.2928
S -1.2198 -1.2243 0.8828
H -3.3759 -0.7498 1.0564
H -3.3784 -2.2494 0.0125
H 1.5632 3.0994 -2.0159
H 0.3739 1.9141 -2.7260
H 2.7003 0.8014 -2.5880
H 2.9156 1.5726 -1.0797
H 0.6139 2.9602 0.1938
H -0.7894 2.3539 -0.4958
H 1.4204 -1.6881 -2.5947
H -0.1283 -0.8831 -1.8584
H 2.5042 -0.4604 -0.4032
H 0.8402 0.8645 1.0008
H -1.8954 -2.2563 2.7469
H -1.8304 -1.0588 4.0581
H -0.4799 -2.2439 3.6744

## Properties
* energy relative to the best compared isomer or geometry (same formula, charge and spin): 96.6 kcal/mol
* charge: +1

Mulliken atomic charge list, values in e, 5 entries: atom 1 (C): -0.849, atom 2 (C): -0.584, atom 3 (C): -0.911, atom 4 (C): -0.692, atom 5 (C): -0.443

No. 6
Below is one molecule with the formula C8H15OP, with properties calculated with ωB97M-V/def2-TZVPD.

Cartesian coordinates (Å):
C -1.6216 -4.4477 -1.9025
C -0.9680 -3.4514 -2.0334
C -0.1743 -2.2281 -2.1593
C -0.4285 -1.2494 -1.0064
C 0.5330 -0.0725 -0.9888
P 0.2655 1.0512 0.5593
C 1.7513 0.4786 1.4706
C -0.1963 2.2675 2.0266
C -0.7337 3.5800 1.5778
O -0.6412 4.6164 2.1788
H -2.1898 -5.3330 -1.7768
H 0.8837 -2.4933 -2.2085
H -0.4180 -1.7420 -3.1068
H -0.3697 -1.8018 -0.0627
H -1.4571 -0.8896 -1.0870
H 0.3596 0.5574 -1.8671
H 1.5608 -0.4349 -1.0668
H -0.9990 0.4270 0.7441
H 0.3825 2.1900 -0.2779
H 2.2483 -0.3600 0.9967
H 2.4324 1.3221 1.5693
H 1.4472 0.1925 2.4772
H 0.6250 2.4667 2.7173
H -0.9932 1.7826 2.6038
H -1.2989 3.5718 0.6226

## Properties
* energy relative to the best compared isomer or geometry (same formula, charge and spin): 62.8 kcal/mol
* SMILES: C#CCCC[PH2](C)CC=O

Mulliken atomic charge list, values in e, 5 entries: atom 1 (C): 0.172, atom 2 (C): -0.532, atom 3 (C): -0.753, atom 4 (C): -0.598, atom 5 (C): -1.089

No. 7
Below is C8H16Ag3BBr8F4 as an isolated structure at a distorted geometry, with properties calculated with ωB97M-V/def2-TZVPD.

Cartesian coordinates (Å):
Ag 1.3685 -1.4195 2.6322
Ag -1.0732 2.5521 1.8382
Ag -2.5242 -0.5553 3.9709
B -0.2441 0.1408 0.8995
F -0.7553 0.9452 -0.0792
F -1.3084 -0.0475 1.8923
F 0.0665 -1.1635 0.4728
F 0.8958 0.6515 1.5349
Br 3.8871 0.7144 -0.9147
C 2.2865 1.5861 -1.6265
C 1.7531 0.8185 -2.8180
Br 0.2849 1.8807 -3.5630
H 2.5759 2.5787 -1.9644
H 1.5839 1.7358 -0.8137
H 1.4118 -0.1976 -2.6189
H 2.5433 0.6509 -3.5487
Br -4.9555 -0.9145 2.2002
C -3.8242 -2.1633 1.2316
C -4.6657 -3.0185 0.3165
Br -3.6740 -4.4536 -0.4763
H -3.2721 -2.8212 1.9093
H -3.0554 -1.5869 0.7213
H -5.0651 -2.3929 -0.4804
H -5.5145 -3.4518 0.8403
Br -3.2270 -1.5034 -2.6580
C -1.2635 -1.6133 -2.7531
C -0.7609 -2.8276 -2.0086
Br 1.2119 -2.9085 -2.1068
H -0.8732 -0.6985 -2.3136
H -1.0122 -1.5939 -3.8087
H -1.1474 -3.7477 -2.4377
H -1.0841 -2.8378 -0.9751
Br 3.9087 5.0055 0.3658
C 3.7617 4.1923 2.1741
C 3.5740 2.7166 2.1780
Br 3.4275 2.0519 4.0628
H 2.9452 4.7632 2.6055
H 4.6740 4.4680 2.6945
H 4.4224 2.1868 1.7501
H 2.7174 2.2780 1.6742

## Properties
* energy relative to the best compared isomer or geometry (same formula, charge and spin): 25.0 kcal/mol
* charge: +2

Mulliken atomic charge list, values in e, 5 entries: atom 1 (Ag): 0.789, atom 2 (Ag): 0.801, atom 3 (Ag): 0.743, atom 4 (B): 0.615, atom 5 (F): -0.306

No. 8
Below is C8H16Ag3BBr8F4 as an isolated structure at a distorted geometry, with properties calculated with ωB97M-V/def2-TZVPD.

Cartesian coordinates (Å):
Ag -2.2021 3.5607 -7.2270
Ag -1.9071 7.7652 -5.8642
Ag -3.6810 5.6250 -9.2311
B -0.7003 6.6514 -8.2427
F -0.1892 6.6289 -6.9268
F 0.2414 6.6167 -9.2097
F -1.5455 5.4080 -8.4228
F -1.5883 7.7464 -8.3893
Br 3.8751 6.8386 -4.8633
C 2.5872 5.4108 -5.0808
C 1.7757 5.2809 -3.8188
Br 0.3499 3.9801 -4.0218
H 3.1306 4.5117 -5.3593
H 1.9839 5.6514 -5.9544
H 1.4498 6.2286 -3.4139
H 2.4200 4.7671 -3.1087
Br 1.4859 9.7241 -7.4788
C 2.0759 9.3346 -9.3177
C 3.4276 9.9843 -9.5183
Br 4.1135 9.3965 -11.2505
H 1.3318 9.7844 -9.9619
H 2.1417 8.2574 -9.3761
H 4.1500 9.6663 -8.7786
H 3.3505 11.0569 -9.6330
Br -1.4013 11.3721 -10.2957
C -2.7514 10.0265 -10.6293
C -2.1176 8.8562 -11.3110
Br -3.5229 7.4818 -11.5828
H -3.5544 10.4628 -11.2111
H -3.1067 9.7412 -9.6447
H -1.3755 8.3670 -10.6949
H -1.7564 9.0610 -12.3114
Br 0.6157 3.1262 -8.0258
C 2.2729 3.7963 -8.8986
C 3.2053 2.6534 -9.0608
Br 4.8562 3.3941 -9.7079
H 2.6670 4.5556 -8.2286
H 1.9613 4.2853 -9.8135
H 2.8236 1.9492 -9.7920
H 3.3780 2.1551 -8.1142

## Properties
* energy relative to the best compared isomer or geometry (same formula, charge and spin): 12.9 kcal/mol
* charge: +2

Mulliken atomic charge list, values in e, 5 entries: atom 1 (Ag): 0.667, atom 2 (Ag): 0.787, atom 3 (Ag): 0.671, atom 4 (B): 0.683, atom 5 (F): -0.373